C10H16BCl12NO5P2 | ωB97M-V/def2-TZVPD

Its HOMO energy is -8.86 eV. Its orbital gap is 7.936 eV. As for the LUMO energy: -0.93 eV. As for the calculated total energy: -191871.243 eV.

Geometry (Å):
N -1.351 0.559 0.053
P -1.058 -0.443 -1.401
B -2.208 -1.771 -0.640
O -1.920 -2.205 0.771
O -3.382 -2.397 -1.279
C 0.836 -0.611 -0.979
C 2.030 0.106 -1.894
C 3.658 -0.073 -1.557
C 4.177 -0.949 -0.246
C 3.014 -1.624 0.693
C 1.388 -1.482 0.327
P -0.750 -1.540 -3.259
O -2.073 -2.003 -3.994
O 0.040 -0.404 -4.373
O 0.414 -2.831 -3.008
H -1.046 1.549 -0.162
H -0.771 0.210 0.863
H -1.596 0.654 -2.203
H -1.389 -3.055 0.776
H -3.028 -3.247 -1.722
H 1.785 0.778 -2.831
H 4.509 0.412 -2.229
H 5.323 -1.084 0.012
H 3.317 -2.237 1.669
H 0.664 -2.021 1.092
H 0.972 -0.711 -4.576
H 1.258 -2.609 -3.539
C 1.687 2.575 1.360
Cl 0.902 2.247 2.914
Cl 1.544 1.176 0.283
Cl 0.990 4.017 0.603
H 2.749 2.762 1.543
C -0.535 -6.111 -2.242
Cl -0.247 -5.866 -0.511
Cl -1.303 -7.682 -2.529
Cl -1.532 -4.802 -2.898
H 0.429 -6.100 -2.757
C 0.232 5.922 3.945
Cl -0.643 5.354 5.377
Cl 0.399 7.685 3.976
Cl 1.823 5.148 3.840
H -0.344 5.646 3.058
C -3.885 3.469 3.494
Cl -2.478 3.880 2.498
Cl -4.225 1.733 3.403
Cl -3.623 3.964 5.175
H -4.751 4.011 3.106

Cartesian forces (eV/Å) of the 6 atoms listed first:
N 0.9 0.4 -0.2
P 1.3 2.2 2.4
B -3.1 -3.4 2.1
O 0.9 -0.1 -3.1
O 3.9 0.0 0.6
C 5.5 -2.3 -0.1